Record 1
Formula: C36H26F3O3PSSb2Se4Sn
Source: the OMol25 dataset
Level of theory: ωB97M-V/def2-TZVPD

Last column: Löwdin charge in e.
Cartesian coordinates (Å):
Sn  0.38  2.49  -2.42  0.5289
O  1.89  0.56  -0.84  -0.5616
S  2.77  1.56  -0.23  0.3675
O  4.16  1.41  -0.62  -0.3265
O  2.23  2.91  -0.37  -0.4461
C  2.69  1.20  1.53  -0.2599
C  3.85  0.76  2.16  -0.0666
C  3.82  0.41  3.50  -0.0940
C  2.64  0.50  4.21  -0.0931
C  1.48  0.95  3.58  -0.0818
C  1.48  1.31  2.23  -0.3251
P  -0.06  1.86  1.36  1.1028
C  -1.33  1.16  2.50  -0.3554
C  -1.85  -0.09  2.17  -0.0842
C  -2.80  -0.70  2.96  -0.0815
C  -3.28  -0.06  4.10  -0.1031
C  -2.80  1.20  4.43  -0.0956
C  -1.83  1.81  3.63  -0.0960
C  -0.16  3.62  1.84  -0.3848
C  -1.28  4.30  1.37  -0.1573
C  -1.46  5.65  1.67  -0.0978
C  -0.50  6.32  2.41  -0.1036
C  0.64  5.66  2.85  -0.0994
C  0.81  4.31  2.57  -0.0846
H  4.75  0.69  1.57  0.1026
H  4.73  0.06  3.99  0.0945
H  2.61  0.23  5.26  0.0956
H  0.56  1.01  4.15  0.0954
H  -1.50  -0.58  1.26  0.0808
H  -3.19  -1.68  2.69  0.0929
H  -4.03  -0.53  4.72  0.0915
H  -3.17  1.72  5.30  0.0940
H  -1.47  2.80  3.89  0.1047
H  -2.00  3.79  0.75  0.0716
H  -2.33  6.16  1.28  0.1052
H  -0.62  7.38  2.62  0.0911
H  1.40  6.19  3.41  0.0906
H  1.70  3.80  2.91  0.0993
Se  -1.89  3.63  -5.17  -0.2854
Sb  -2.44  4.15  -2.87  -0.3602
Se  -2.16  1.89  -1.72  -0.2143
Se  -0.31  5.05  -1.85  -0.1049
Se  -4.46  5.29  -2.22  -0.2951
F  -0.37  -3.88  3.31  0.0342
C  -0.29  -3.32  2.07  -0.2954
C  -1.35  -3.47  1.21  -0.0409
C  -1.26  -2.89  -0.06  -0.1284
C  -0.13  -2.18  -0.45  -0.3526
C  0.92  -2.04  0.47  -0.1110
C  0.85  -2.62  1.73  -0.0057
Sb  -0.01  -1.17  -2.35  1.4944
C  1.72  -2.22  -3.09  -0.3504
C  2.97  -1.95  -2.52  -0.1050
C  4.13  -2.53  -3.02  -0.0106
C  4.03  -3.37  -4.11  -0.2936
F  5.16  -3.94  -4.61  0.0252
C  2.83  -3.64  -4.72  -0.0276
C  1.67  -3.06  -4.20  -0.1245
C  -1.48  -2.41  -3.33  -0.3992
C  -2.52  -1.74  -3.97  -0.1124
C  -3.53  -2.44  -4.63  -0.0106
C  -3.46  -3.82  -4.64  -0.2905
F  -4.43  -4.52  -5.29  0.0302
C  -2.45  -4.52  -4.01  -0.0252
C  -1.46  -3.80  -3.36  -0.1460
H  -2.23  -4.01  1.52  0.1130
H  -2.09  -3.00  -0.74  0.0948
H  1.79  -1.46  0.22  0.0736
H  1.65  -2.50  2.45  0.1166
H  3.05  -1.25  -1.69  0.0733
H  5.10  -2.31  -2.59  0.1162
H  2.79  -4.29  -5.58  0.1094
H  0.73  -3.27  -4.68  0.0841
H  -2.57  -0.66  -3.94  0.0802
H  -4.34  -1.93  -5.13  0.1178
H  -2.45  -5.60  -4.05  0.1098
H  -0.66  -4.34  -2.86  0.1057

Results
* E_LUMO: 0.1436 hartree
* E_HOMO: -2.3 eV
* E_tot: -352470.7459 eV
* net charge: -2
* ΔE to the lowest compared entry with this formula, charge and spin: 0.0 kJ/mol


Record 2
Formula: C4H7N2O2
Source: the OMol25 dataset
Level of theory: ωB97M-V/def2-TZVPD

Last column: Löwdin charge in e.
Cartesian coordinates (Å):
N  2.49  -1.17  1.67  0.0806
C  1.58  -1.06  0.60  -0.8510
O  0.38  -0.84  0.94  -0.1266
O  2.03  -1.18  -0.56  -0.0960
H  2.07  -1.34  2.57  0.0546
H  3.39  -1.58  1.47  0.0538
C  -1.77  1.12  -0.06  -0.2625
C  -2.54  2.04  0.51  -0.0185
C  -0.92  0.11  -1.90  -0.0386
N  -1.71  1.00  -1.47  -0.0418
H  -1.18  0.37  0.48  0.0694
H  -3.13  2.71  -0.10  0.0350
H  -2.61  2.10  1.59  0.0333
H  -0.82  0.00  -2.98  0.0581
H  -0.32  -0.52  -1.23  0.0501

Results
* E_LUMO: 0.1508 hartree
* E_HOMO: -4.4 eV
* E_tot: -11337.6265 eV
* net charge: -1
* ΔE to the lowest compared entry with this formula, charge and spin: 0.0 kJ/mol


Record 3
Formula: C7H9FN4O4
Source: the OMol25 dataset
Level of theory: ωB97M-V/def2-TZVPD

Last column: Löwdin charge in e.
Cartesian coordinates (Å):
O  -3.84  1.02  0.82  0.0940
C  -2.67  0.86  0.54  -0.5529
N  -2.30  0.87  -0.80  0.2242
C  -0.95  0.69  -1.06  -0.3882
O  -0.38  0.69  -2.10  0.1367
C  -0.34  0.48  0.32  -0.3366
N  0.68  1.35  0.72  0.0522
C  1.84  1.29  -0.20  -0.0999
C  2.33  -0.19  -0.17  -0.3019
F  2.76  -0.37  1.15  -0.0327
C  1.26  -1.19  -0.48  -0.0977
C  0.04  -1.04  0.33  -0.1581
N  -1.06  -1.92  -0.01  -0.3346
O  -1.94  -1.84  0.86  0.0770
O  -1.17  -2.60  -0.97  0.1500
N  -1.53  0.78  1.23  0.1808
H  -2.86  0.95  -1.63  0.1727
H  0.90  1.02  1.72  0.1681
H  2.61  1.96  0.22  0.1360
H  1.56  1.57  -1.19  0.1042
H  3.29  -0.33  -0.88  0.1924
H  1.76  -2.24  -0.39  0.1727
H  1.24  -1.06  -1.54  0.1204
H  0.28  -1.14  1.32  0.1415
H  -1.51  0.42  2.21  0.1797

Results
* E_LUMO: -0.0122 hartree
* E_HOMO: -10.0 eV
* E_tot: -24270.1643 eV
* SMILES: O=C1NC(=O)[C@@]2(NC[C@@H](F)C[C@@H]2[N+](=O)[O-])N1
* net charge: 0
* ΔE to the lowest compared entry with this formula, charge and spin: 0.0 kJ/mol


Record 4
Formula: C20H21BrCrIN2S4Te
Source: the OMol25 dataset
Level of theory: ωB97M-V/def2-TZVPD

Last column: Mulliken spin population.
Cartesian coordinates (Å):
Cr  0.04  -1.34  -0.20  3.3537
S  -2.10  2.27  -1.79  0.0199
C  -1.23  0.98  -1.27  0.0315
S  -0.92  -0.45  -2.24  -0.0711
S  -0.49  0.85  0.29  -0.1843
C  3.39  -7.99  -0.64  -0.0002
C  2.97  -6.64  -0.13  0.0044
C  3.48  -6.12  1.06  -0.0030
C  3.04  -4.91  1.58  -0.0051
C  3.64  -4.42  2.87  -0.0113
C  2.07  -4.17  0.90  -0.0094
Te  1.40  -2.34  1.77  -0.0621
C  1.59  -4.65  -0.33  0.0346
C  0.64  -3.86  -1.19  0.0457
C  2.04  -5.87  -0.82  -0.0003
H  4.28  -8.34  -0.12  0.0000
H  3.59  -7.97  -1.71  0.0002
H  2.59  -8.72  -0.46  0.0002
H  4.24  -6.68  1.60  0.0000
H  4.36  -5.14  3.26  -0.0006
H  2.87  -4.24  3.62  0.0026
H  4.15  -3.46  2.71  0.0021
H  1.16  -3.05  -1.72  0.0017
H  -0.19  -3.46  -0.59  -0.0423
H  0.19  -4.49  -1.95  -0.0067
H  1.66  -6.24  -1.76  0.0000
C  -4.57  -3.51  1.79  -0.0014
N  -4.50  -2.89  0.49  -0.0006
C  -5.50  -2.84  -0.47  0.0008
C  -5.01  -2.16  -1.52  0.0011
N  -3.71  -1.81  -1.21  -0.0002
C  -3.40  -2.25  0.02  -0.0013
S  -1.95  -2.12  0.91  -0.0776
H  -5.36  -4.25  1.81  0.0000
H  -4.75  -2.76  2.57  -0.0005
H  -3.62  -3.99  2.01  0.0019
H  -6.47  -3.28  -0.31  0.0000
H  -5.45  -1.90  -2.47  0.0002
H  -3.07  -1.24  -1.76  0.0020
Br  4.99  1.26  -0.07  0.0008
C  5.12  -0.62  -0.22  -0.0037
C  6.27  -1.25  0.24  0.0006
C  6.40  -2.63  0.12  -0.0024
C  5.38  -3.38  -0.44  0.0033
C  4.23  -2.75  -0.89  0.0114
C  4.10  -1.38  -0.78  -0.0033
I  2.33  -0.48  -1.53  -0.0268
H  7.06  -0.66  0.67  0.0000
H  7.30  -3.10  0.48  -0.0001
H  5.48  -4.45  -0.54  0.0001
H  3.44  -3.34  -1.34  -0.0047

Results
* E_LUMO (spin up / spin down): -0.0286 / 0.0030 hartree
* E_HOMO (spin up / spin down): -7.1 / -7.3 eV
* ⟨S²⟩: 3.9042
* E_tot: -181261.2652 eV
* spin multiplicity: 4
* net charge: 0


Record 5
Formula: C30H28N5O3PS2ScSe4
Source: the OMol25 dataset
Level of theory: ωB97M-V/def2-TZVPD

Last column: Löwdin charge in e.
Cartesian coordinates (Å):
Sc  -0.61  0.87  1.42  0.5959
Se  -2.15  2.25  3.28  0.0413
Se  -0.79  3.72  4.46  -0.1193
Se  1.02  4.10  2.99  -0.1073
Se  1.73  1.94  2.51  0.0499
S  -1.77  0.19  -3.21  0.9871
C  -2.60  -0.97  -2.28  -0.4285
C  -2.29  -0.91  -0.96  -0.2138
C  -1.35  0.11  -0.60  -0.2537
C  -0.96  0.77  -1.74  -0.5456
C  0.06  1.77  -1.85  -0.3401
C  0.52  2.23  -3.09  -0.0397
C  1.52  3.17  -3.14  -0.0666
C  2.04  3.65  -1.94  -0.0672
C  1.54  3.14  -0.76  -0.2011
N  0.59  2.21  -0.69  0.0377
H  -3.28  -1.64  -2.78  0.0548
H  -2.72  -1.61  -0.25  0.0926
H  0.08  1.84  -3.99  0.0780
H  1.91  3.53  -4.08  0.1032
H  2.80  4.41  -1.92  0.1007
H  1.95  3.48  0.19  0.0426
O  1.60  -2.40  2.96  0.0069
C  1.51  -1.56  2.05  -0.7116
O  0.55  -0.76  1.92  -0.2888
C  2.59  -1.43  0.97  -0.2067
P  1.70  -0.57  -0.41  1.1188
C  3.18  -0.07  -1.39  -0.3238
C  3.60  -0.54  -2.63  -0.0902
C  4.66  0.06  -3.29  -0.0987
C  5.33  1.13  -2.73  -0.1056
C  4.93  1.60  -1.48  -0.0913
C  3.86  1.01  -0.83  -0.1228
C  1.00  -2.01  -1.28  -0.3202
C  0.53  -3.13  -0.58  -0.0722
C  -0.14  -4.14  -1.23  -0.0885
C  -0.36  -4.08  -2.60  -0.1029
C  0.09  -2.97  -3.30  -0.0985
C  0.73  -1.94  -2.65  -0.1404
H  3.05  -2.38  0.68  0.1005
H  3.36  -0.75  1.34  0.0896
H  3.11  -1.38  -3.09  0.0843
H  4.96  -0.32  -4.26  0.0956
H  6.15  1.59  -3.25  0.0929
H  5.45  2.42  -1.03  0.1024
H  3.55  1.38  0.14  0.0613
H  0.68  -3.20  0.49  0.0970
H  -0.51  -4.99  -0.67  0.0981
H  -0.88  -4.88  -3.11  0.0939
H  -0.08  -2.91  -4.37  0.1012
H  1.01  -1.05  -3.20  0.0905
S  -2.03  5.17  -1.10  0.9891
C  -3.21  3.94  -1.34  -0.3940
C  -2.98  2.90  -0.51  -0.2385
N  -1.89  3.05  0.30  -0.0876
C  -1.31  4.18  0.12  -0.4942
H  -3.99  4.07  -2.07  0.0527
H  -3.59  2.02  -0.41  0.1115
H  -0.45  4.53  0.66  0.0095
C  -3.44  -3.09  5.20  -0.0426
N  -3.14  -2.11  4.19  -0.1010
C  -4.13  -1.36  3.46  -0.0356
C  -3.24  -0.56  2.50  -0.5802
O  -3.61  0.23  1.65  -0.0223
N  -1.95  -0.89  2.74  0.0929
C  -1.90  -1.80  3.71  -0.3718
N  -0.79  -2.34  4.17  0.2359
H  -4.39  -2.84  5.66  0.0886
H  -2.68  -3.08  5.98  0.0839
H  -3.51  -4.10  4.79  0.0899
H  -4.68  -0.66  4.09  0.1366
H  -4.83  -2.00  2.93  0.1329
H  0.14  -2.20  3.71  0.0712
H  -0.85  -3.08  4.85  0.1011

Results
* E_LUMO: 0.0798 hartree
* E_HOMO: -3.5 eV
* E_tot: -358210.2159 eV
* net charge: -1
* ΔE to the lowest compared entry with this formula, charge and spin: 33.9 kJ/mol


Record 6
Formula: C22H51N2O2S2
Source: the OMol25 dataset
Level of theory: ωB97M-V/def2-TZVPD

Last column: Löwdin charge in e.
Cartesian coordinates (Å):
C  -3.65  2.38  5.85  0.0270
C  -4.19  1.60  4.69  -0.4725
O  -5.05  2.01  3.91  0.1221
O  -3.63  0.34  4.57  -0.0195
C  -2.74  0.25  3.45  -0.2109
C  -1.67  -0.77  3.71  -0.1521
C  -0.56  -0.39  4.69  -0.1670
C  -0.11  1.06  4.69  -0.2167
C  0.92  1.39  3.58  -0.3196
S  0.54  2.89  2.62  1.1686
C  0.10  2.44  0.93  -0.3855
C  -0.80  1.21  0.78  -0.3201
C  -0.40  0.39  -0.44  -0.5125
S  1.12  -0.55  -0.06  0.7601
H  -2.84  3.01  5.50  0.0788
H  -3.28  1.71  6.61  0.0880
H  -4.42  3.03  6.25  0.0933
H  -3.31  -0.06  2.58  0.1347
H  -2.35  1.23  3.20  0.0968
H  -1.28  -1.11  2.76  0.1012
H  -2.19  -1.63  4.13  0.1277
H  -0.85  -0.67  5.69  0.1205
H  0.30  -0.99  4.45  0.1176
H  -0.93  1.76  4.68  0.0702
H  0.40  1.23  5.63  0.1186
H  1.85  1.65  4.04  0.0857
H  1.07  0.59  2.87  0.0744
H  -0.60  3.38  3.11  0.0217
H  -0.42  3.30  0.52  0.0869
H  1.01  2.28  0.38  0.0865
H  -0.68  0.57  1.64  0.0415
H  -1.84  1.52  0.76  0.1202
H  -0.22  1.04  -1.28  0.0614
H  -1.20  -0.31  -0.63  0.0825
H  0.60  -1.69  0.41  -0.1291
C  -1.69  3.78  -2.23  -0.1073
C  -2.12  4.30  -3.59  -0.2715
N  -1.49  3.59  -4.68  -0.2014
C  -1.61  4.26  -5.96  -0.2447
C  -3.02  4.44  -6.55  -0.0807
C  -1.69  2.15  -4.69  -0.2462
C  -3.13  1.63  -4.69  -0.0772
H  -0.59  3.75  -2.16  0.0771
H  -2.07  4.43  -1.44  0.0728
H  -2.07  2.77  -2.04  0.0559
H  -1.82  5.35  -3.66  0.1219
H  -3.22  4.29  -3.65  0.1077
H  -0.99  3.74  -6.69  0.1135
H  -1.16  5.25  -5.86  0.1112
H  -3.43  3.51  -6.92  0.0572
H  -2.98  5.13  -7.40  0.0741
H  -3.72  4.87  -5.82  0.0675
H  -1.18  1.73  -3.82  0.0879
H  -1.16  1.74  -5.55  0.1174
H  -3.75  2.11  -3.94  0.0655
H  -3.13  0.56  -4.47  0.0719
H  -3.61  1.75  -5.66  0.0581
C  4.55  -2.53  -0.33  -0.0944
C  4.85  -3.95  -0.77  -0.2710
N  4.72  -4.91  0.31  -0.2020
C  5.31  -6.21  0.01  -0.2467
C  4.70  -7.02  -1.14  -0.0828
C  3.44  -4.93  0.98  -0.2505
C  2.18  -5.16  0.13  -0.0828
H  5.14  -2.26  0.55  0.0823
H  4.79  -1.83  -1.13  0.0755
H  3.49  -2.40  -0.09  0.0197
H  5.88  -3.98  -1.13  0.1208
H  4.22  -4.20  -1.64  0.1049
H  5.30  -6.81  0.92  0.1123
H  6.37  -6.04  -0.22  0.1113
H  3.73  -7.44  -0.87  0.0557
H  5.35  -7.86  -1.37  0.0729
H  4.58  -6.43  -2.05  0.0668
H  3.32  -3.97  1.50  0.0959
H  3.48  -5.68  1.77  0.1155
H  2.16  -4.52  -0.76  0.0636
H  1.29  -4.92  0.71  0.0652
H  2.09  -6.19  -0.20  0.0564

Results
* E_LUMO: -0.1172 hartree
* E_HOMO: -9.8 eV
* E_tot: -52378.6537 eV
* net charge: +1